A molecular structure, C35H31ClN2O3TeV, computed with ωB97M-V with the def2-TZVPD basis set.

Element x y z (Å)
V (0.2656, 1.8572, -0.0915)
C (-3.5645, -3.9171, 1.4625)
C (-2.9666, -2.6195, 0.9872)
C (-3.7266, -1.6717, 0.3055)
C (-3.1805, -0.4823, -0.1390)
C (-4.0856, 0.4915, -0.8347)
O (-5.2058, 0.6764, -0.4085)
C (-3.6178, 1.1714, -2.0793)
C (-2.6402, 0.6099, -2.8942)
C (-2.2592, 1.2490, -4.0633)
C (-2.8376, 2.4629, -4.4098)
C (-3.8106, 3.0281, -3.5962)
C (-4.2087, 2.3778, -2.4395)
C (-1.8339, -0.1721, 0.1238)
O (-1.3906, 1.0133, -0.2271)
C (-1.0344, -1.1250, 0.8019)
C (-1.6381, -2.3237, 1.2197)
C (0.3874, -0.9112, 1.0891)
N (1.0743, 0.1074, 0.6753)
C (2.4961, 0.2067, 1.0396)
C (3.3169, 0.8846, -0.0411)
Te (3.1669, -0.0251, -1.9759)
C (3.6131, -1.9806, -1.3284)
C (4.6286, -2.2660, -0.4213)
C (4.9099, -3.5805, -0.0741)
C (4.2003, -4.6240, -0.6504)
C (3.1938, -4.3472, -1.5644)
C (2.8927, -3.0321, -1.8934)
C (1.0507, -1.9526, 1.9400)
C (1.5862, -3.1056, 1.3792)
C (2.1747, -4.0590, 2.1971)
C (2.2349, -3.8628, 3.5696)
C (1.7044, -2.7080, 4.1270)
C (1.1108, -1.7535, 3.3141)
H (-4.6226, -3.9737, 1.2110)
H (-3.4715, -4.0200, 2.5449)
H (-3.0647, -4.7731, 1.0062)
H (-4.7791, -1.8473, 0.1145)
H (-2.1797, -0.3302, -2.6154)
H (-1.5056, 0.8053, -4.7014)
H (-2.5285, 2.9686, -5.3156)
H (-4.2598, 3.9753, -3.8650)
H (-4.9724, 2.7946, -1.7965)
H (-1.0388, -3.0507, 1.7525)
H (2.9109, -0.7755, 1.2542)
H (2.5636, 0.8020, 1.9577)
H (4.3603, 0.9188, 0.2650)
H (3.0058, 1.9162, -0.2163)
H (5.2207, -1.4658, 0.0071)
H (5.6988, -3.7892, 0.6377)
H (4.4336, -5.6490, -0.3914)
H (2.6362, -5.1557, -2.0209)
H (2.0917, -2.8268, -2.5936)
H (1.5519, -3.2559, 0.3064)
H (2.5926, -4.9525, 1.7527)
H (2.6942, -4.6087, 4.2050)
H (1.7472, -2.5507, 5.1968)
H (0.6881, -0.8541, 3.7467)
Cl (2.2290, 3.3047, -2.2761)
C (0.5859, 2.6024, -1.9943)
H (0.4209, 1.8640, -2.7789)
H (-0.1248, 3.4216, -2.1462)
O (0.7219, 3.0061, 1.2854)
N (-0.0715, 4.0968, 1.0313)
C (0.4509, 5.1545, 0.2988)
C (-0.2872, 6.2842, 0.1513)
C (-1.5469, 6.4239, 0.7786)
C (-1.9680, 5.3857, 1.6311)
C (-1.2309, 4.2525, 1.7835)
H (1.4215, 4.9828, -0.1399)
H (0.1235, 7.0819, -0.4526)
H (-2.1370, 7.3184, 0.6568)
H (-2.8871, 5.4719, 2.1949)
H (-1.4798, 3.4301, 2.4347)

- orbital gap (alpha / beta) (eV) = 5.14 / 7.60
- HOMO level (alpha / beta) (eV) = -5.320 / -7.979
- spin multiplicity = 4
- LUMO level (alpha / beta) (eV) = -0.2 / -0.4

Atom charges from the Löwdin analysis, given in e for atoms 1 to 4: V 0.911; C -0.047; C -0.252; C 0.043